Below is 2 unconnected molecules or ions with the total composition C6H15ClNO2 in a non-equilibrium geometry, with properties calculated with ωB97M-V with the def2-TZVPD basis set.

Last column: Mulliken charge in e.
Cartesian coordinates (Å):
1 Cl 6.19 -6.84 1.03  -1.000
2 C 1.80 -0.87 1.82  -0.726
3 O 1.84 -0.40 0.49  -0.349
4 C 1.32 -1.33 -0.52  -0.797
5 C -0.16 -1.76 -0.39  -0.431
6 N -1.07 -0.76 -0.98  -0.433
7 C -0.81 0.60 -0.52  -0.374
8 C -1.70 1.61 -1.34  -0.719
9 O -1.44 2.97 -1.20  -0.364
10 C -1.64 3.54 0.09  -0.655
11 H 2.25 -1.86 1.94  0.349
12 H 0.77 -0.94 2.17  0.256
13 H 2.36 -0.20 2.46  0.233
14 H 1.97 -2.21 -0.47  0.479
15 H 1.47 -0.98 -1.54  0.338
16 H -0.42 -1.94 0.66  0.344
17 H -0.29 -2.75 -0.84  0.382
18 H -1.96 -1.12 -0.66  0.262
19 H 0.23 0.88 -0.63  0.450
20 H -1.13 0.63 0.52  0.260
21 H -2.71 1.45 -0.94  0.317
22 H -1.74 1.32 -2.39  0.390
23 H -2.67 3.29 0.36  0.308
24 H -1.41 4.60 0.04  0.221
25 H -1.03 3.06 0.86  0.262

Calculated total energy (hartree): -903.02818
Charge: -1
Energy relative to the best compared isomer or geometry (same formula, charge and spin) (eV): 1.079
Orbital gap (eV): 5.73
Largest force on an atom (eV/A): 1.85
LUMO (eV): 2.316